1.
The following is a DFT calculation (ωB97M-V/def2-TZVPD) of a molecular structure, C4H5O6Pb.

The geometry in XYZ format:
```
16
Properties=species:S:1:pos:R:3:forces:R:3:lowdin_charge:R:1
O -0.5477 0.2403 -4.2567 0.52 3.09 -0.14 -0.245
C -0.5588 -0.5677 -3.3672 -0.52 -9.19 1.30 -0.379
O -0.6874 -1.7697 -3.3545 0.53 4.60 1.41 0.260
Pb -1.0501 1.8740 -5.4374 -0.29 1.13 -0.90 1.906
O -0.1994 0.1150 -1.6031 -0.08 0.26 -0.60 0.094
O 0.3661 -0.3736 1.9094 -0.17 -0.95 -1.56 0.049
C 0.5245 0.2868 3.0474 -0.05 1.38 1.62 -0.624
O 0.5265 1.4866 3.1701 0.01 -0.56 -0.54 0.147
O 0.6423 -0.5949 4.0286 -0.01 -0.35 -0.33 0.186
C 0.1853 0.4051 0.7337 0.17 0.54 0.61 -0.122
C -0.0773 -0.5741 -0.3973 -0.07 0.68 -0.51 -0.122
H 0.7041 -0.1323 4.8742 0.06 0.19 0.00 0.153
H 1.0882 0.9955 0.5296 -0.22 -0.05 0.01 0.154
H -0.6691 1.0818 0.8622 0.20 -0.05 -0.07 0.152
H -0.9938 -1.1680 -0.2298 0.02 -0.37 -0.18 0.192
H 0.7466 -1.3049 -0.5091 -0.07 -0.35 -0.12 0.197
```
Forces are in eV/Å.

Results
Kohn-Sham gap (alpha / beta) in eV: 4.259 / 4.254
Spin multiplicity: 2
Energy above the lowest of the compared OMol25 structures with the same formula, charge and spin in kcal/mol: 2.9
HOMO (alpha / beta) in eV: -15.7 / -15.7
Strongest force on any atom in eV/Å: 9.3
Total charge: +2
Electronic energy in Eh: -798.90804

2.
The following is a DFT calculation (ωB97M-V/def2-TZVPD) of a single CH5N5O2S molecule.

The geometry in XYZ format:
```
14
Properties=species:S:1:pos:R:3:forces:R:3:lowdin_charge:R:1
C -0.1278 -0.8005 -0.1688 0.65 2.54 -1.59 -0.493
N -1.3695 -0.5521 -0.7786 -0.73 -0.95 2.44 -0.123
N 0.1379 -1.8342 0.5729 -2.57 -0.96 1.03 0.233
N -0.7792 1.8306 0.4003 0.75 2.74 3.03 -0.422
N 0.7392 0.1834 -0.4569 -3.92 -1.16 -1.64 0.083
N 1.9822 0.2944 -0.1345 2.21 0.51 0.72 -0.480
O 2.6637 -0.7050 0.0509 0.51 -1.05 0.37 0.033
O 2.4210 1.4297 -0.1006 0.17 -0.10 0.14 0.064
S -2.0194 1.0712 0.0326 -1.80 -1.37 0.89 0.874
H -1.0329 -0.1140 -1.5646 0.61 1.13 -2.91 0.014
H -0.4413 -2.4389 1.1346 -0.51 0.33 -0.59 0.137
H 1.0692 -1.9399 0.6559 4.05 -0.68 0.84 0.045
H -0.7423 1.9534 1.4793 -0.02 -0.46 -2.40 0.057
H -2.5007 1.6219 -1.1224 0.61 -0.51 -0.33 -0.023
```
Forces are in eV/Å.

Results
Kohn-Sham gap in eV: 9.142
Energy above the lowest of the compared OMol25 structures with the same formula, charge and spin in kcal/mol: 24.0
HOMO in eV: -9.3
Strongest force on any atom in eV/Å: 4.4
Electronic energy in Eh: -863.30705